# 1
160
Properties=species:S:1:pos:R:3:forces:R:3 method="wB97M-V/def2-TZVPD" mol_weight_g_mol=1143.11 homo_energy_ev=-3.4 e_tot_ha=-6775.4617 orbital_gap_ha=0.175 charge=-1
Sc 0.005290 0.759233 -0.551541 0.46 -0.52 0.46
C -2.885866 2.970724 1.618160 -0.07 0.03 0.05
Si -2.698874 1.385834 0.525349 -0.06 0.06 0.04
C -3.805448 0.104137 1.509452 -0.04 -0.05 0.08
C -5.194893 0.032835 1.360849 0.00 0.00 0.03
C -5.983372 -0.829235 2.114575 0.02 0.01 -0.01
C -5.399059 -1.637003 3.076761 0.01 0.02 -0.01
C -4.022848 -1.595928 3.248177 0.05 -0.08 0.03
C -3.221191 -0.767486 2.462819 -0.06 0.17 -0.18
P -1.401259 -0.770960 2.398956 -0.05 -0.15 -0.08
C -0.788773 -2.374865 3.097664 0.03 -0.08 0.05
C -1.238220 -3.077546 4.383078 0.00 -0.03 -0.01
C -0.156782 -4.088476 4.801742 0.01 0.01 -0.01
C 0.484036 -4.769553 3.577333 0.00 0.01 0.02
C -0.511764 -4.828367 2.422885 -0.01 0.01 -0.02
C -0.876505 -3.407598 1.953389 0.00 0.00 0.03
C -0.917494 0.675003 3.492913 0.04 0.10 0.02
C 0.465522 0.572684 4.154757 -0.04 -0.01 -0.01
C 0.469036 -0.168019 5.487520 -0.02 -0.03 0.00
C -0.593612 0.377003 6.441509 0.02 0.05 -0.01
C -1.976292 0.401855 5.790235 0.00 -0.03 0.00
C -1.955592 1.196409 4.489561 -0.02 0.00 0.02
C -3.955156 1.795935 -0.879531 -0.03 0.00 -0.05
C -5.123932 2.549237 -0.678781 0.03 -0.01 0.03
C -6.136637 2.601876 -1.619951 0.00 -0.02 -0.05
C -6.015723 1.878047 -2.804150 -0.01 0.03 0.05
C -4.848970 1.180533 -3.055564 0.02 0.02 0.01
C -3.803021 1.169214 -2.122998 0.02 -0.01 0.03
P -2.143685 0.509789 -2.590954 -0.08 0.11 -0.03
C -2.085879 1.246989 -4.318293 -0.10 -0.15 -0.11
C -2.309105 0.277998 -5.484480 0.04 -0.03 0.02
C -2.349349 1.023427 -6.817473 -0.03 0.04 0.02
C -1.082396 1.847004 -7.024559 0.04 -0.03 -0.02
C -0.880493 2.823248 -5.870334 -0.01 0.03 0.01
C -0.832733 2.089659 -4.533183 0.03 0.02 0.06
C -2.408861 -1.317392 -2.725484 -0.07 -0.02 0.05
C -1.104500 -2.025380 -3.113564 0.00 0.09 -0.04
C -1.215308 -3.544738 -3.021256 0.00 -0.02 -0.04
C -1.677530 -3.981572 -1.636629 0.02 0.00 0.03
C -3.010722 -3.326548 -1.293558 -0.03 0.01 -0.05
C -2.904106 -1.806224 -1.353834 0.02 -0.01 0.02
H -3.800036 2.951903 2.221256 0.03 0.02 -0.02
H -2.946004 3.848690 0.964948 0.03 -0.01 0.02
H -2.047954 3.129591 2.303853 -0.05 -0.03 -0.07
H -5.690994 0.647957 0.622026 0.00 0.01 0.01
H -7.054508 -0.863317 1.948336 0.01 0.01 0.00
H -6.005754 -2.297375 3.686368 0.02 0.01 -0.01
H -3.569404 -2.221786 4.005211 -0.04 0.04 -0.05
H 0.272700 -2.128295 3.206457 0.02 0.03 0.08
H -2.170393 -3.613844 4.184814 0.04 -0.02 0.00
H -1.447401 -2.389798 5.199736 0.02 0.02 0.03
H -0.596568 -4.842514 5.461727 0.00 0.01 0.00
H 0.614877 -3.574286 5.384548 -0.01 -0.02 -0.02
H 0.839459 -5.767843 3.842569 -0.01 0.00 -0.01
H 1.365760 -4.210239 3.251011 0.00 0.01 0.01
H -1.410930 -5.360524 2.751460 0.01 0.00 0.00
H -0.103425 -5.401080 1.587000 0.00 0.00 0.00
H -1.889445 -3.401952 1.536408 0.00 0.00 -0.01
H -0.202978 -3.091925 1.154085 0.02 -0.01 -0.01
H -0.797942 1.433368 2.708928 0.01 -0.04 0.00
H 0.814473 1.601135 4.332202 -0.02 -0.03 0.00
H 1.165676 0.132467 3.443362 0.03 0.03 0.00
H 1.462939 -0.097247 5.939433 -0.02 0.03 0.00
H 0.295787 -1.232435 5.316080 -0.02 -0.01 0.02
H -0.323825 1.404628 6.718138 0.00 -0.02 0.01
H -0.610864 -0.201536 7.370223 -0.01 -0.02 -0.02
H -2.712405 0.830542 6.476699 0.02 0.01 0.00
H -2.310513 -0.619011 5.580242 0.00 0.02 0.00
H -1.698666 2.240183 4.721800 0.01 -0.03 0.01
H -2.951336 1.219512 4.041938 0.02 -0.01 0.00
H -5.252693 3.079551 0.260172 0.01 -0.01 -0.03
H -7.031888 3.181993 -1.426824 0.01 0.00 0.00
H -6.816994 1.881463 -3.533861 0.01 -0.01 0.01
H -4.742075 0.662014 -4.002535 0.00 -0.01 0.01
H -2.929398 1.942488 -4.318342 -0.01 0.02 -0.03
H -3.236050 -0.283595 -5.344840 0.00 0.01 -0.01
H -1.505851 -0.463055 -5.516611 -0.01 0.04 -0.02
H -3.217326 1.694704 -6.823326 0.01 -0.01 -0.01
H -2.491525 0.316975 -7.639260 0.02 -0.01 0.00
H -1.125276 2.381149 -7.976797 -0.01 0.01 -0.01
H -0.218561 1.173442 -7.078878 -0.02 0.02 0.00
H -1.711198 3.540768 -5.858785 0.01 -0.01 0.00
H 0.036196 3.398815 -6.012597 0.01 0.00 0.00
H -0.717373 2.804177 -3.711402 -0.01 0.01 0.01
H 0.044700 1.449198 -4.487496 0.01 -0.01 -0.02
H -3.183752 -1.530548 -3.472628 0.02 -0.04 0.01
H -0.294118 -1.679189 -2.457000 -0.03 -0.03 0.05
H -0.799525 -1.738180 -4.119853 0.02 -0.01 0.03
H -0.249107 -3.993827 -3.266658 0.00 0.00 0.01
H -1.930907 -3.902351 -3.772451 0.01 0.01 0.01
H -0.927288 -3.674802 -0.899763 -0.01 0.00 -0.01
H -1.751078 -5.070436 -1.577483 -0.02 -0.01 -0.02
H -3.352290 -3.626545 -0.300301 0.01 0.00 0.01
H -3.772678 -3.665022 -2.007441 0.00 0.00 0.02
H -2.210080 -1.476670 -0.563976 0.02 0.00 -0.03
H -3.863634 -1.346458 -1.108767 -0.02 0.01 -0.02
N 0.946518 8.182244 0.953858 0.03 0.25 0.06
C 0.785158 7.071646 0.719716 -0.05 -0.38 -0.08
C 0.576664 5.673808 0.414780 0.04 0.40 0.08
C -0.438270 5.305936 -0.459517 -0.11 -0.18 -0.12
C -0.607228 3.960742 -0.722550 -0.06 0.19 -0.02
N 0.168201 3.028007 -0.176770 0.10 -0.21 0.07
C 1.139854 3.381178 0.661938 0.08 0.23 0.09
C 1.381761 4.707385 0.990589 0.05 -0.23 0.01
H -1.083594 6.041907 -0.914689 -0.01 0.03 0.00
H -1.398383 3.609843 -1.375956 -0.01 0.00 -0.01
H 1.728719 2.574212 1.081692 -0.05 0.02 0.00
H 2.185611 4.958964 1.665983 -0.01 0.02 0.00
C 1.253828 -0.161555 0.883044 -0.30 0.26 -0.74
Ge 3.116933 -0.306407 0.974426 0.13 -0.08 0.13
C 4.020102 1.459317 0.820550 0.07 0.08 0.05
C 4.581520 1.993937 -0.337479 -0.04 -0.02 -0.05
C 5.126207 3.275077 -0.360624 -0.03 0.00 0.01
C 5.126848 4.054690 0.787203 -0.01 -0.03 0.01
C 4.580468 3.541193 1.959010 0.02 -0.04 -0.02
C 4.035163 2.263567 1.968016 0.07 -0.01 0.00
C 3.947841 -0.906162 2.695994 0.07 -0.08 0.02
C 5.272735 -0.604717 3.025905 -0.03 0.00 0.01
C 5.860061 -1.081074 4.191914 -0.03 -0.01 0.01
C 5.129740 -1.876702 5.066945 0.00 0.02 -0.03
C 3.812435 -2.188761 4.762056 -0.02 0.03 -0.03
C 3.240073 -1.705376 3.590913 -0.03 -0.03 -0.02
C 3.848106 -1.671967 -0.287551 -0.03 -0.08 -0.04
C 3.011317 -2.152809 -1.296235 0.03 -0.06 0.10
C 3.387666 -3.212754 -2.111312 0.00 -0.02 -0.02
C 4.623754 -3.820188 -1.936678 0.00 0.02 0.00
C 5.470790 -3.363356 -0.935581 -0.03 0.03 0.00
C 5.079617 -2.307652 -0.119521 0.08 0.10 -0.06
H 0.862424 -1.195220 0.913092 -0.09 0.06 0.29
H 4.585887 1.408507 -1.249952 0.00 0.06 0.07
H 5.551026 3.662453 -1.279663 -0.01 0.00 0.01
H 5.553089 5.051290 0.772004 0.00 -0.02 0.00
H 4.588472 4.132449 2.868957 0.00 0.00 -0.02
H 3.618921 1.875800 2.894094 0.01 0.00 -0.02
H 5.860924 0.023908 2.363258 -0.02 -0.01 0.01
H 6.889241 -0.828854 4.420797 0.00 0.00 0.00
H 5.584018 -2.246674 5.978687 0.00 0.00 -0.01
H 3.225704 -2.802977 5.436877 0.01 0.00 0.00
H 2.207285 -1.952251 3.369278 0.02 -0.01 -0.02
H 2.035677 -1.694837 -1.424884 -0.02 0.09 -0.01
H 2.713083 -3.563674 -2.886086 0.02 0.00 0.02
H 4.921908 -4.647676 -2.570400 0.00 0.01 0.01
H 6.433835 -3.837391 -0.779826 -0.02 0.01 -0.01
H 5.749022 -1.984977 0.670994 -0.01 0.00 0.01
C 4.207961 -0.030474 -3.730140 0.08 -0.01 -0.02
Si 2.440282 0.642427 -3.857526 0.03 -0.12 0.09
C 1.669537 -0.624807 -5.038266 -0.03 -0.03 -0.06
C 2.570247 2.271267 -4.834194 0.01 0.04 -0.03
C 1.600582 0.938117 -2.238383 -0.17 0.24 -0.15
H 4.831813 0.421277 -4.509684 -0.02 -0.03 0.03
H 4.218884 -1.111576 -3.886098 0.01 0.01 0.03
H 4.689201 0.146304 -2.766754 -0.02 0.01 -0.06
H 2.296549 -0.655686 -5.937252 -0.04 -0.05 0.01
H 0.647071 -0.407723 -5.353902 0.07 0.00 0.01
H 1.683135 -1.625129 -4.592811 -0.01 0.06 0.01
H 3.568336 2.704541 -4.715799 -0.03 -0.02 0.02
H 1.853060 3.012847 -4.476080 0.00 0.00 -0.02
H 2.399654 2.125881 -5.906160 0.02 0.01 0.02
H 1.522296 2.041799 -2.200024 0.00 0.02 -0.04
H 2.362167 0.694074 -1.488945 0.00 -0.01 0.08

=====

# 2
11
Properties=species:S:1:pos:R:3:forces:R:3 method="wB97M-V/def2-TZVPD" mol_weight_g_mol=145.21 homo_energy_ev=-9.4 e_tot_ha=-1080.4686 orbital_gap_ha=0.257 charge=0
C 1.122015 0.635465 0.120642 0.88 3.97 -0.56
C 0.081037 -0.381309 0.230521 -1.74 -3.68 -2.60
C -1.405080 0.196633 0.069008 2.67 -2.11 -0.06
C -2.436586 -0.743839 -0.180658 -0.11 0.05 1.03
H 2.493513 -1.309726 -0.503261 0.12 1.68 0.44
H 1.285800 1.156614 1.103424 -0.92 -0.04 -0.85
H 0.784445 1.683419 -0.747760 1.10 -3.74 2.71
N -3.373417 -1.378585 -0.009984 -0.59 -0.68 -0.44
O 0.255823 -1.610204 0.041467 -0.60 3.76 1.20
S 2.775016 0.018103 -0.085017 0.48 -1.89 -0.93
S -1.582567 1.733425 -0.038382 -1.30 2.68 0.05

=====

# 3
18
Properties=species:S:1:pos:R:3:forces:R:3 method="wB97M-V/def2-TZVPD" mol_weight_g_mol=92.15 homo_energy_ev=-8.7 e_tot_ha=-302.3789 orbital_gap_ha=0.357 smiles=NCN.NCN charge=0
N -0.399234 -2.907758 0.252997 0.15 -0.55 0.19
C -1.389515 -2.050052 -0.384952 0.14 -0.16 0.78
N -1.937965 -1.025368 0.445194 -0.76 1.40 0.41
H 0.564626 -2.622187 0.171590 -0.02 0.33 -0.30
H -0.580004 -2.980714 1.244396 -0.19 -0.10 0.03
H -0.933296 -1.665772 -1.291218 -0.03 0.30 -0.15
H -2.241100 -2.656103 -0.683830 -0.01 -0.17 -0.12
H -1.482191 -0.195036 0.773575 0.80 -0.18 -0.44
H -2.739829 -1.128248 1.039286 -0.19 -0.91 -0.35
N 0.386840 1.469866 0.631503 0.66 0.32 0.17
C 1.643943 2.023610 0.185270 -0.19 -0.45 0.20
N 1.791465 2.289255 -1.241920 0.05 -0.05 -0.03
H -0.432803 2.047981 0.679510 -0.12 -0.14 -0.41
H 0.309693 0.507828 0.360283 -0.60 0.05 -0.08
H 1.908544 2.887872 0.793460 0.05 0.08 -0.08
H 2.312144 1.207916 0.412131 0.73 -0.01 0.34
H 2.110127 3.208991 -1.495030 -0.17 0.18 0.11
H 0.955869 2.043383 -1.735817 -0.29 0.07 -0.28

=====

# 4
17
Properties=species:S:1:pos:R:3:forces:R:3 method="wB97M-V/def2-TZVPD" mol_weight_g_mol=119.12 homo_energy_ev="-7.8 / -7.0" e_tot_ha=-434.1675 orbital_gap_ha="0.311 / 0.280" charge=0
C -1.108587 0.674973 1.381620 -0.09 0.14 0.13
N 1.342487 0.567931 -0.314528 0.23 0.63 0.23
C -0.171239 -1.190575 -0.317818 -0.23 0.50 0.45
C -0.612612 -0.338732 0.472242 0.12 -0.41 -0.28
N 0.905942 1.069776 -1.540179 -0.06 0.03 0.06
N 0.350779 -1.921361 -1.254820 0.19 -0.22 -0.31
O 1.526108 1.737243 0.561776 -0.06 -0.53 -0.44
O -2.072546 -1.695595 0.429983 -0.03 -0.05 0.04
H 2.150896 1.402847 1.218428 -0.05 0.00 -0.05
H -1.852908 -2.295683 1.157099 0.03 0.07 -0.06
H 1.670586 1.563070 -2.000099 -0.04 -0.06 0.10
H 0.134461 1.732239 -1.433351 0.10 -0.06 0.07
H 1.093095 -2.564978 -1.024364 -0.09 0.08 0.01
H 0.377149 -1.508142 -2.179138 -0.01 -0.05 0.10
H -2.093880 0.998097 1.042913 0.05 -0.01 0.01
H -0.413324 1.518501 1.420278 -0.08 -0.07 0.00
H -1.226408 0.250388 2.379958 0.02 0.01 -0.06

=====

# 5
12
Properties=species:S:1:pos:R:3:forces:R:3 method="wB97M-V/def2-TZVPD" mol_weight_g_mol=71.10 homo_energy_ev=-15.8 e_tot_ha=-227.6479 orbital_gap_ha=0.417 charge=+1
C 0.211874 0.938066 0.476310 1.88 0.14 0.41
C -0.592830 -0.069118 -0.200474 -3.26 0.61 2.23
C -0.191811 -1.428585 -0.767607 -1.92 -0.31 2.45
N -0.041486 1.220663 -0.786491 -0.07 -1.73 1.87
N 0.899393 1.400307 1.519783 -1.93 -1.50 -2.16
H -1.947988 0.048975 0.521237 3.91 -0.40 -2.53
H 0.686717 -1.769440 -0.255558 0.44 -0.31 0.27
H -0.000787 -1.408142 -1.782523 0.34 0.40 -2.14
H -1.027651 -2.172222 -0.601686 0.99 0.90 -0.07
H -0.495516 1.989064 -1.187328 -0.79 1.42 -0.82
H 1.091598 0.800926 2.291302 -0.10 -0.42 0.57
H 1.097090 2.360660 1.617714 0.50 1.20 -0.09